(1)
102
Properties=species:S:1:pos:R:3:forces:R:3 method="wB97M-V/def2-TZVPD" smiles=COC[C@H](C)N.COC[C@H](C)N.COC[C@H](C)N.COC[C@H](C)N.COC[C@H](C)N.COC[C@H](C)N homo_ev=-9.120 spin_multiplicity=1 e_lumo_ev=0.658 relative_energy_kj_mol=104.5 gap_ev=9.8
C 5.95271 6.62871 -0.43779 0.4 0.7 -0.2
O 4.55954 6.61650 -0.29638 -0.3 -0.2 -0.2
C 3.87063 6.81401 -1.53275 0.6 0.1 0.7
C 2.49454 6.20636 -1.41794 -0.7 0.3 -0.6
C 2.55528 4.73628 -1.05717 0.3 0.4 -0.2
N 1.83597 6.33298 -2.74873 -0.5 0.2 0.3
H 6.36109 5.69515 -0.83975 -0.1 -0.1 0.1
H 6.38277 6.85345 0.53659 0.0 -0.2 0.0
H 6.27560 7.43727 -1.11468 -0.1 -0.1 0.1
H 3.82636 7.89919 -1.68902 -0.1 -0.1 -0.4
H 4.43152 6.34996 -2.35072 -0.1 0.0 -0.1
H 1.89801 6.78660 -0.70441 0.3 -0.2 0.4
H 1.55044 4.32380 -0.98471 0.0 -0.1 0.0
H 3.10196 4.58699 -0.13031 -0.1 -0.1 0.1
H 3.11280 4.26081 -1.86928 -0.2 -0.3 0.1
H 0.94405 5.84358 -2.68576 0.2 -0.3 -0.1
H 1.50368 7.29093 -2.85400 0.4 0.1 -0.1
C -4.30911 -0.58839 0.71606 0.8 -0.9 0.4
O -4.13541 -0.60968 2.12252 -0.3 0.4 -0.1
C -5.14936 -1.38308 2.73229 0.2 -0.1 -0.3
C -4.97071 -1.32319 4.22827 -0.6 0.0 0.3
C -3.60807 -1.84760 4.63456 0.4 -0.4 -0.2
N -6.10270 -2.03458 4.85982 0.5 0.0 0.0
H -4.13205 -1.61565 0.36133 -0.4 0.1 -0.3
H -3.49808 -0.00348 0.28738 -0.2 0.3 0.0
H -5.30512 -0.24373 0.43618 0.0 0.1 -0.1
H -6.14835 -1.02086 2.46063 0.1 0.0 0.0
H -5.05795 -2.42381 2.37169 -0.1 0.0 0.1
H -5.10159 -0.27487 4.51235 0.2 0.0 0.0
H -3.51960 -2.06464 5.70048 -0.1 0.4 0.1
H -2.80961 -1.18469 4.29981 0.0 0.1 0.2
H -3.41051 -2.80923 4.14010 -0.2 0.1 0.0
H -6.04132 -1.82994 5.85208 -0.2 -0.1 0.0
H -5.93177 -3.03431 4.78016 -0.1 0.0 0.0
C 1.89139 0.42539 -6.57288 -0.7 -0.4 -0.5
O 2.63481 -0.10366 -7.65091 0.4 0.2 0.3
C 1.87193 -0.20227 -8.81838 -0.6 0.4 -0.7
C 2.78198 -0.31963 -10.03270 1.0 -0.1 0.0
C 3.65891 -1.56241 -9.94900 -0.3 -0.5 0.1
N 3.67888 0.85477 -10.15892 -0.8 0.2 0.6
H 2.49230 0.44567 -5.67258 0.2 0.0 -0.1
H 1.01998 -0.22633 -6.41435 0.0 0.1 0.3
H 1.50961 1.42080 -6.82940 0.1 0.1 0.2
H 1.15021 -1.03083 -8.77099 0.1 -0.1 0.1
H 1.28472 0.72144 -8.98935 0.0 -0.1 0.3
H 2.15913 -0.36783 -10.92654 -0.1 0.0 0.0
H 4.01532 -1.69624 -8.92679 0.1 0.0 0.0
H 4.51272 -1.52222 -10.62057 0.0 0.2 -0.1
H 3.08164 -2.45464 -10.21101 0.0 0.0 0.1
H 4.04968 0.99219 -9.21652 0.3 -0.1 -0.2
H 3.07139 1.67214 -10.24534 0.2 0.0 -0.3
C -1.08288 -2.80770 1.97549 -0.1 0.3 0.0
O -1.36222 -3.29330 0.68463 0.2 -0.2 -0.3
C -2.06549 -4.51865 0.66563 -0.5 0.4 0.3
C -2.54388 -4.78233 -0.75400 0.2 -0.4 -0.1
C -3.38985 -6.04418 -0.80406 -0.9 0.2 0.1
N -1.46547 -4.86707 -1.73986 -0.5 0.0 0.0
H -0.77789 -3.60662 2.65968 0.0 0.0 0.0
H -1.95256 -2.28011 2.39102 0.1 -0.2 0.0
H -0.27289 -2.08406 1.87503 0.0 0.0 0.1
H -1.44857 -5.34182 1.05807 0.1 0.0 -0.2
H -2.94433 -4.43927 1.32940 0.0 0.0 0.0
H -3.21608 -3.96342 -1.02457 0.2 0.2 -0.1
H -3.84468 -6.15789 -1.78767 0.3 -0.1 -0.1
H -4.25419 -5.91626 -0.13924 0.2 -0.2 0.2
H -2.86800 -6.96015 -0.52935 0.2 0.0 0.0
H -0.99589 -3.97972 -1.85955 0.2 0.0 0.2
H -0.80141 -5.57433 -1.45191 0.2 0.1 -0.1
C 0.18635 -1.15872 4.95449 -0.4 0.4 0.3
O 0.08276 -0.47096 6.18375 0.0 -0.1 0.1
C 0.41421 -1.29659 7.28261 0.7 0.2 0.1
C 0.13028 -0.53613 8.56911 -0.9 0.0 0.6
C 1.34133 0.19441 9.11608 0.2 -0.1 -0.4
N -0.43080 -1.46673 9.59354 0.3 0.4 -0.3
H 1.20144 -1.52343 4.77536 0.0 -0.2 0.0
H -0.06889 -0.43698 4.17997 0.0 -0.1 -0.1
H -0.56329 -1.95704 4.96077 0.3 -0.3 -0.3
H -0.10767 -2.26239 7.29001 -0.3 0.2 -0.2
H 1.49101 -1.52507 7.23327 -0.1 -0.2 0.0
H -0.64401 0.20633 8.33541 0.2 0.1 -0.2
H 1.61573 0.99154 8.42261 0.0 0.0 0.1
H 2.19405 -0.48598 9.17284 0.0 0.0 0.2
H 1.16146 0.63474 10.09584 -0.1 0.0 0.0
H -1.36641 -1.72185 9.29092 0.1 -0.2 0.0
H -0.58106 -0.91612 10.43326 0.1 -0.1 0.1
C -0.68337 1.29618 1.53627 -0.3 0.0 0.9
O 0.11121 0.60807 0.61506 0.3 0.0 0.1
C 0.29700 1.26730 -0.61157 0.4 0.9 0.1
C 0.83346 0.27354 -1.60783 -1.2 -1.2 -0.5
C 1.07800 0.90566 -2.96132 0.0 0.3 0.3
N -0.14732 -0.82977 -1.79305 0.2 0.1 0.1
H -1.75002 1.17339 1.32040 0.0 0.3 -0.2
H -0.42648 2.35276 1.68447 0.0 0.0 -0.5
H -0.52683 0.87282 2.53221 0.1 -0.3 -0.2
H -0.63441 1.74175 -0.97031 -0.1 -0.5 -0.1
H 0.97177 2.13884 -0.51965 0.2 -0.3 0.3
H 1.71982 -0.25409 -1.25310 0.2 0.5 0.2
H 1.57741 0.19912 -3.61672 0.1 0.0 0.0
H 1.66550 1.81827 -2.83292 0.1 0.0 -0.3
H 0.12240 1.16321 -3.42466 0.0 0.1 0.0
H -1.07235 -0.42615 -1.91339 0.0 0.0 -0.1
H -0.19626 -1.37024 -0.93509 -0.1 0.0 0.0

(2)
26
Properties=species:S:1:pos:R:3:forces:R:3 method="wB97M-V/def2-TZVPD" smiles=Cc1ccccc1.CCC homo_ev=-8.964 spin_multiplicity=1 e_lumo_ev=0.988 relative_energy_kj_mol=106.1 gap_ev=10.0
C -1.02222 -1.82142 -0.90798 1.1 2.2 -0.5
C -0.23743 -1.45460 0.34133 -2.3 -0.8 1.0
C 1.13527 -1.37143 0.46294 1.4 0.6 -1.7
C 1.80830 -1.19770 1.64701 -2.1 -0.3 2.3
C 0.97968 -1.08369 2.79842 0.4 1.3 -0.9
C -0.40461 -1.00482 2.70177 -0.1 -1.8 0.1
C -1.03792 -1.34823 1.50145 1.5 1.0 0.1
H -2.07689 -1.62705 -0.73439 -0.1 -0.8 0.1
H -0.72271 -2.77600 -1.29567 -0.4 -0.6 -0.1
H -0.81340 -1.08142 -1.70280 0.3 -0.3 0.1
H 1.74138 -1.27599 -0.44352 -0.3 -0.6 0.0
H 2.86699 -1.21374 1.82812 0.3 0.2 -0.6
H 1.40440 -0.77162 3.73131 0.4 -0.4 0.5
H -0.97635 -0.98424 3.63163 0.0 0.5 -0.3
H -2.11643 -1.39378 1.46227 0.0 -0.1 -0.2
C -1.11368 3.28598 -1.61427 -0.4 -1.0 0.4
C -0.63398 2.12612 -2.52203 -0.3 1.6 -0.3
C 0.90432 2.27379 -2.61488 0.7 0.1 0.4
H -0.64883 4.23096 -1.85757 -0.2 0.3 -0.3
H -0.84032 3.05589 -0.60434 0.7 -0.1 0.8
H -2.18896 3.35210 -1.48118 -0.3 0.3 -0.7
H -1.06884 1.20358 -2.13913 0.6 -0.2 0.0
H -1.10837 2.29726 -3.49780 0.3 -0.3 0.0
H 1.19815 3.12165 -1.96043 0.0 -0.6 -0.2
H 1.53147 1.41923 -2.32521 -0.5 0.0 0.2
H 1.33016 2.55379 -3.58116 -0.6 0.0 -0.3

(3)
48
Properties=species:S:1:pos:R:3:forces:R:3 method="wB97M-V/def2-TZVPD" smiles="CCOCc1nnc(NC(=O)[C@H]2CC(=O)N(CCc3ccc(F)cc3)C2)s1" homo_ev=-8.998 spin_multiplicity=1 e_lumo_ev=0.415 relative_energy_kj_mol=4.6 gap_ev=9.4
C 6.77425 2.45237 -0.14344 -0.3 -0.3 0.2
C 6.08434 1.62426 0.93680 0.3 0.2 0.1
O 5.08813 0.75564 0.44120 -0.2 -0.2 -0.1
C 3.93492 1.39318 -0.04700 0.1 0.6 -0.1
C 2.88067 0.36386 -0.20277 0.2 -0.7 0.3
N 1.77342 0.50928 -0.82894 0.9 1.4 -0.2
N 0.98168 -0.55188 -0.79275 -0.9 -1.2 -0.1
C 1.47526 -1.54701 -0.13487 1.1 0.7 0.3
N 0.86947 -2.75286 0.07107 0.4 -0.7 0.2
C -0.46532 -3.09969 -0.04237 -0.2 0.3 0.0
O -0.79697 -4.23746 0.18820 -0.1 -0.2 0.0
C -1.39840 -1.98999 -0.43139 -0.3 -0.1 0.0
C -1.51808 -1.79817 -1.94956 0.1 0.2 0.0
C -2.86678 -1.10604 -2.08117 0.3 -0.3 -0.1
O -3.25784 -0.43798 -3.01045 0.0 0.3 -0.4
N -3.57334 -1.37602 -0.95899 -0.1 0.0 0.2
C -4.78885 -0.68177 -0.63360 -0.2 0.1 -0.1
C -4.64209 0.24168 0.59811 0.0 -0.1 -0.1
C -3.25006 0.79070 0.76559 -0.1 0.0 0.2
C -2.60185 1.45142 -0.27368 0.0 0.0 0.2
C -1.30831 1.91983 -0.12211 0.2 0.1 0.1
C -0.67004 1.73224 1.08957 -0.1 -0.1 0.1
F 0.59007 2.19546 1.26251 -0.1 0.0 0.0
C -1.28716 1.08598 2.14374 0.3 0.1 -0.1
C -2.57656 0.61571 1.96922 -0.1 0.1 -0.2
C -2.85823 -2.22228 -0.02958 0.1 -0.4 0.1
S 3.07709 -1.21349 0.53219 -0.8 0.2 -0.4
H 7.62008 2.97792 0.29057 0.1 0.1 0.0
H 6.09462 3.18603 -0.57047 0.0 0.1 -0.1
H 7.13349 1.80160 -0.93685 0.1 0.0 -0.1
H 5.65170 2.28853 1.70016 0.0 -0.1 0.0
H 6.80687 0.95980 1.41677 -0.1 0.1 0.0
H 3.57755 2.16060 0.66007 0.1 -0.1 -0.1
H 4.10739 1.88117 -1.01719 0.0 -0.1 0.1
H 1.46647 -3.50271 0.40131 -0.2 0.0 -0.1
H -1.04522 -1.05178 0.00229 -0.1 -0.1 0.0
H -0.72039 -1.18576 -2.36155 -0.1 0.0 0.0
H -1.54980 -2.75633 -2.47204 0.0 0.0 0.0
H -5.03443 -0.09808 -1.52425 0.0 -0.1 0.1
H -5.59735 -1.39836 -0.45398 0.0 0.1 -0.1
H -4.91617 -0.30611 1.50175 0.0 0.1 0.0
H -5.35063 1.06553 0.48810 -0.1 -0.1 0.1
H -3.10590 1.59633 -1.21628 -0.1 0.0 -0.2
H -0.79131 2.41399 -0.92789 0.1 0.1 -0.1
H -0.76455 0.95613 3.07864 0.1 0.0 0.1
H -3.06480 0.10911 2.78992 -0.1 -0.1 0.1
H -3.13031 -3.27654 -0.16791 0.0 0.1 0.1
H -3.05675 -1.93807 1.00329 0.0 0.0 0.0